Below is a 3-piece molecular cluster, C5H15NO3 overall in a non-equilibrium geometry, with properties calculated with ωB97M-V/def2-TZVPD.

Geometry as ORCA input:
```
! RIJCOSX wB97M-V def2-TZVPD def2/J DEFGRID3
* xyz 0 1
H -0.07 3.21 -0.23
C -0.29 2.13 -0.22
H -0.78 -1.72 -1.98
H -0.08 -0.29 3.29
H -0.15 -0.40 -0.11
H 1.49 -1.83 -1.41
O -1.12 1.67 0.52
H 2.99 -1.68 0.37
H 1.65 1.55 -1.01
H 0.31 1.66 -2.12
H 0.22 -0.64 -3.10
H -1.32 -0.11 -2.50
H 2.30 -0.11 0.82
C 0.35 -0.19 -1.06
H -2.85 0.12 1.12
H 1.39 -1.54 1.04
O -0.73 -0.96 3.06
H -2.48 0.96 2.30
C 0.60 1.33 -1.12
H -1.65 -0.68 3.19
O -3.06 0.22 2.06
C 2.11 -1.07 0.34
N 1.64 -0.91 -1.02
C -0.46 -0.72 -2.24
*
```

For the frontier orbital gap, the calculation gives 0.358 Ha. As for the highest occupied orbital energy: -9.0 eV. The value obtained for the LUMO energy is 0.0258 Eh. The relative energy (zero: lowest compared OMol25 entry of this formula, charge and spin) comes out at 154.4 kJ/mol. The molecular weight is 137.18 g/mol. As for the SMILES: CN[C@H](C)CC=O.O.O.

Below is C28H29ClOsPSi as an isolated structure in a non-equilibrium geometry, with properties calculated with ωB97M-V/def2-TZVPD.

Geometry as ORCA input:
```
! RIJCOSX wB97M-V def2-TZVPD def2/J DEFGRID3
* xyz 1 5
C -2.07 2.58 -4.61
C -4.83 -2.88 -2.19
C -2.61 3.47 -3.68
C -2.62 -2.50 -0.52
H -3.51 -3.93 0.75
C 2.97 1.21 0.64
C 2.09 -1.35 -4.42
H 3.76 0.45 0.67
H 1.13 0.31 -3.42
H 0.29 1.91 6.45
C 1.19 2.56 -0.06
H -1.77 -2.29 0.12
H -4.01 -1.34 -3.42
H 3.19 2.21 2.61
C -4.68 -3.61 -1.02
C 2.06 1.45 -0.41
C -2.27 1.85 -1.91
H 3.76 -1.34 5.30
H 2.78 2.77 4.96
C -2.67 3.11 -2.32
C -3.88 -1.96 -2.54
C 1.67 -0.09 4.11
H -2.00 2.89 -5.65
C 0.70 0.94 6.79
H 1.08 3.75 1.87
C -3.60 -3.40 -0.18
H -2.95 4.46 -3.98
H -5.42 -4.34 -0.74
Os 0.87 1.00 1.38
H 3.85 2.33 6.29
H -2.30 1.57 -0.86
C 0.04 -1.52 -3.09
H 1.37 -4.59 -3.76
H 4.11 1.64 4.69
H 2.06 0.91 -1.35
C 1.24 -3.52 -3.79
H -5.69 -3.04 -2.81
C 2.13 -2.74 -4.54
P -1.52 -0.83 -2.62
C -1.64 1.33 -4.21
H -1.19 0.67 -4.94
H 0.99 1.04 7.83
Si 2.19 0.50 5.78
H -0.08 0.18 6.70
C 2.99 -1.17 6.07
C -1.81 0.89 -2.87
H -3.05 3.81 -1.58
H 2.24 -1.96 5.96
H 2.91 -3.21 -5.15
C 1.51 0.51 3.03
C 0.19 -2.94 -3.08
H -0.52 -3.56 -2.52
H 0.37 2.96 -0.64
C 2.67 2.16 1.66
H 2.81 -0.73 -4.94
C 1.56 2.99 1.26
C -2.71 -1.80 -1.76
Cl -1.29 0.33 1.85
H 3.45 -1.26 7.05
C 1.12 -0.76 -3.63
C 3.34 1.94 5.41
*
```

For the frontier orbital gap (alpha / beta), the calculation gives 0.220 / 0.205 Ha. As for the highest occupied orbital energy (alpha / beta): -8.8 / -10.7 eV. The value obtained for the LUMO energy (alpha / beta) is -0.1049 / -0.1901 Eh. The expectation value of S² is 6.072. The relative energy (zero: lowest compared OMol25 entry of this formula, charge and spin) comes out at 115.9 kJ/mol. The molecular weight is 650.28 g/mol.

Below is one molecule with the formula C5H9N, with properties calculated with ωB97M-V/def2-TZVPD.

Geometry as ORCA input:
```
! RIJCOSX wB97M-V def2-TZVPD def2/J DEFGRID3
* xyz 0 1
H 1.34 -0.69 -1.65
C -0.60 0.30 0.66
C 2.03 0.37 0.16
H -0.69 0.66 1.68
C -1.64 0.85 -0.29
H -2.37 1.55 0.12
H 2.23 1.28 -0.43
H -1.45 -1.34 -0.52
C 1.48 -0.82 -0.57
H -1.39 1.02 -1.34
H 1.76 -1.84 -0.30
N 0.74 -0.14 0.42
H -2.48 -0.87 0.92
H 2.75 0.24 0.96
C -1.72 -0.57 0.20
*
```

For the frontier orbital gap, the calculation gives 0.345 Ha. As for the highest occupied orbital energy: -8.2 eV. The value obtained for the LUMO energy is 0.0452 Eh. The relative energy (zero: lowest compared OMol25 entry of this formula, charge and spin) comes out at 270.9 kJ/mol. The molecular weight is 83.13 g/mol. As for the SMILES: C1CC1N1CC1.

Below is C52H42BrClFeN6O3P2Se2 as an isolated structure in a non-equilibrium geometry, with properties calculated with ωB97M-V/def2-TZVPD.

Geometry as ORCA input:
```
! RIJCOSX wB97M-V def2-TZVPD def2/J DEFGRID3
* xyz 1 2
C 3.33 -4.21 -0.60
C -2.42 0.19 3.50
H -6.72 -2.51 -4.09
C 5.93 -0.05 3.16
C 3.08 -1.83 -0.65
C -5.69 -2.67 1.29
C -2.14 -1.84 4.78
Fe 1.88 -0.07 1.41
N 1.16 -0.67 3.50
H -6.13 -0.57 -5.51
H 0.84 -0.81 -5.45
H 4.93 0.32 1.28
H -0.62 1.03 2.70
H -3.07 0.95 3.10
Br -4.80 -0.86 4.63
H -5.57 2.98 -2.02
C -3.78 -1.65 -2.64
C -1.00 2.04 -5.60
H 2.64 -5.11 1.22
H -2.53 -0.07 -3.29
C 0.08 0.25 -3.76
C -3.68 3.19 0.78
C 5.10 4.19 -0.17
H 5.33 2.20 -3.64
O 2.98 0.67 0.17
C -0.72 0.04 -0.69
H 4.62 1.14 -1.67
N 2.57 -1.83 0.58
C -1.44 -1.17 -0.62
O 6.10 3.38 -2.11
N 0.17 -0.05 0.33
H -5.23 -1.39 -0.37
H -3.74 3.51 1.81
H 6.89 0.27 2.80
H 4.29 -1.25 5.86
H -1.69 3.15 -3.90
H 4.11 4.84 1.57
C 3.48 -3.00 -1.26
C -4.29 -0.19 -4.48
C 2.04 -1.01 4.34
H 2.58 4.03 3.61
O 1.74 1.69 2.11
C 3.40 2.89 0.96
H 1.81 -1.38 5.34
H -0.15 0.76 -7.09
H -3.46 2.10 -2.91
C -5.81 -1.96 -3.91
H 1.94 4.86 2.18
C -3.51 2.41 -1.88
C 4.83 0.00 2.30
H -5.72 3.70 0.34
H 3.18 -0.87 -1.14
H -5.88 -4.07 2.89
C 4.20 4.05 0.84
P -0.77 1.66 -1.56
C -2.49 2.70 0.28
C -3.24 -3.90 0.78
H 3.63 -5.13 -1.08
N 3.61 -0.36 2.70
C -0.29 0.93 -6.03
C -1.06 0.22 3.27
H 5.71 5.07 -0.29
N -0.93 -1.88 0.42
C -2.95 -0.84 4.26
P -2.64 -2.34 -1.42
C 2.42 -2.99 1.23
H -6.64 -2.19 1.49
C 5.75 -0.52 4.45
C -0.77 -1.79 4.55
C -3.45 -0.58 -3.45
N 0.01 -1.17 0.95
C 2.37 2.77 1.92
C -2.39 2.32 -1.06
H -2.29 -4.36 0.57
C 4.51 1.97 -0.98
C 0.26 0.04 -5.11
H -1.41 2.74 -6.31
C -4.03 -4.32 1.84
H -0.14 -2.58 4.93
C 2.79 -4.19 0.67
C -5.26 -3.72 2.08
C -3.68 -2.85 -0.03
C 6.27 2.37 -3.11
H -2.57 -2.64 5.37
H -5.21 -3.23 -2.29
C -1.18 2.26 -4.24
H 7.01 2.77 -3.80
C 3.43 -0.77 3.96
H 1.98 -2.93 2.22
C -0.24 -0.76 3.79
C -4.96 -2.36 -2.89
H 6.58 -0.58 5.13
H 0.51 -0.43 -3.03
H -4.02 0.65 -5.11
Cl 4.14 -2.93 -2.85
H -1.61 2.64 0.91
C -5.47 -0.88 -4.71
C 1.92 3.93 2.75
C 4.48 -0.89 4.85
C -4.79 3.30 -0.05
C -4.70 2.91 -1.37
H 0.91 3.74 3.11
Se -1.55 -3.91 -2.31
Se 0.81 2.92 -0.96
C 5.23 3.14 -1.12
H 6.63 1.44 -2.67
C 3.61 1.82 0.07
C -4.90 -2.22 0.24
H -3.69 -5.14 2.46
C -0.66 1.35 -3.32
*
```

For the frontier orbital gap (alpha / beta), the calculation gives 0.215 / 0.216 Ha. As for the highest occupied orbital energy (alpha / beta): -9.4 / -9.4 eV. The value obtained for the LUMO energy (alpha / beta) is -0.1295 / -0.1289 Eh. The expectation value of S² is 0.805. The relative energy (zero: lowest compared OMol25 entry of this formula, charge and spin) comes out at 0.0 kJ/mol. The molecular weight is 1190.02 g/mol.

Below is one molecule with the formula C14H18F3N2O2PS in a non-equilibrium geometry, with properties calculated with ωB97M-V/def2-TZVPD.

Geometry as ORCA input:
```
! RIJCOSX wB97M-V def2-TZVPD def2/J DEFGRID3
* xyz 0 1
H 0.62 -3.74 -0.93
H -2.21 3.64 1.66
N 4.96 1.47 -1.25
C -0.81 -3.08 0.83
O 0.99 4.71 1.90
O -2.62 2.71 1.65
H 3.01 -0.82 -2.22
H -0.91 0.62 2.25
F -3.52 3.08 -0.98
H -2.56 -4.54 1.00
F -2.36 1.12 -1.85
C 0.04 -1.50 -1.28
S 5.44 2.83 -0.24
N 4.04 3.11 0.78
C 0.36 -2.79 -0.28
C 1.04 -0.28 -0.74
C -2.96 1.72 -0.63
C -1.04 0.68 1.08
H -0.38 -3.91 1.57
H 0.29 -1.15 -3.56
H 1.35 -2.53 0.35
H 1.85 3.16 3.60
H -0.26 -2.96 -3.03
H -1.94 -4.43 -0.79
C 1.46 1.99 1.05
C 0.45 -2.03 -2.80
C -1.84 2.03 0.57
H -1.06 2.80 0.14
C 3.54 1.11 -0.81
P 0.95 3.20 2.44
H -1.08 -1.17 -1.27
C 0.50 0.78 0.44
H -0.38 3.00 2.97
H 1.55 -2.48 -2.84
H -1.65 -0.24 0.64
C -2.18 -3.78 0.16
C 2.97 2.11 0.39
H -3.04 -3.01 0.00
H -1.08 -2.16 1.52
F -4.08 0.88 -0.11
C 2.58 -0.13 -1.38
*
```

For the frontier orbital gap, the calculation gives 0.250 Ha. As for the highest occupied orbital energy: -8.9 eV. The value obtained for the LUMO energy is -0.0768 Eh. The molecular weight is 366.35 g/mol. As for the SMILES: CCC[C@H](C)c1cc2nsnc2c([PH2]=O)c1C[C@H](O)C(F)(F)F.

Below is a 2-piece molecular cluster, C3H5N3O overall in a non-equilibrium geometry, with properties calculated with ωB97M-V/def2-TZVPD.

Geometry as ORCA input:
```
! RIJCOSX wB97M-V def2-TZVPD def2/J DEFGRID3
* xyz 0 1
C -0.77 -1.47 1.03
H -0.96 2.09 -0.97
C 0.72 1.31 -0.64
H -1.86 0.03 0.48
H 1.26 2.12 -1.17
H -2.72 -1.44 0.68
N -1.96 -0.85 0.99
O 2.14 -0.48 -0.77
N -0.55 1.29 -0.50
N 0.29 -1.96 1.09
H 2.74 -1.05 -0.27
C 1.67 0.42 0.05
*
```

For the frontier orbital gap, the calculation gives 0.338 Ha. As for the highest occupied orbital energy: -8.9 eV. The value obtained for the LUMO energy is 0.0125 Eh. The relative energy (zero: lowest compared OMol25 entry of this formula, charge and spin) comes out at 422.6 kJ/mol. The molecular weight is 99.09 g/mol.

Below is an isolated ion of composition C3H7N2 and charge +1 in a non-equilibrium geometry, with properties calculated with ωB97M-V/def2-TZVPD.

Geometry as ORCA input:
```
! RIJCOSX wB97M-V def2-TZVPD def2/J DEFGRID3
* xyz 1 1
N 0.10 -1.10 0.03
N -0.46 1.01 1.06
H 1.84 0.16 -0.32
C 0.88 0.00 -0.73
H 0.26 1.19 1.84
H -0.77 1.65 -1.08
H 0.50 -1.46 0.91
H -0.20 -1.86 -0.64
C -0.15 1.10 -0.37
H -1.94 -0.59 0.67
C -1.05 -0.05 0.50
H 1.00 -0.04 -1.87
*
```

For the frontier orbital gap, the calculation gives 0.425 Ha. As for the highest occupied orbital energy: -15.2 eV. The value obtained for the LUMO energy is -0.1337 Eh. The relative energy (zero: lowest compared OMol25 entry of this formula, charge and spin) comes out at 279.4 kJ/mol. The molecular weight is 71.10 g/mol. As for the SMILES: C1[NH2+][C@H]2N[C@@H]12.

Below is a 3-piece molecular cluster, C5H15NO2 overall in a non-equilibrium geometry, with properties calculated with ωB97M-V/def2-TZVPD.

Geometry as ORCA input:
```
! RIJCOSX wB97M-V def2-TZVPD def2/J DEFGRID3
* xyz 0 1
H -0.34 0.49 -1.76
H -0.22 -3.37 -0.51
H -0.93 -3.30 0.97
H 3.35 0.63 0.01
O -3.16 -0.13 -0.52
H 1.35 0.08 -1.90
H -1.86 3.75 -0.61
C 2.70 0.41 0.84
H 2.99 -0.55 1.29
O -2.05 3.63 0.31
H 2.93 1.04 1.71
C 0.17 -1.65 0.62
C 0.37 -0.32 -1.61
H -3.03 3.53 0.32
H 0.61 0.66 1.48
C 0.55 -0.60 -0.13
C 1.21 0.59 0.56
H 0.20 -1.22 -2.20
H -2.63 -0.35 0.23
H 0.22 -1.39 1.67
H 1.11 1.61 0.18
N -0.57 -2.75 0.21
H -2.95 -0.81 -1.16
*
```

For the frontier orbital gap, the calculation gives 0.319 Ha. As for the highest occupied orbital energy: -7.9 eV. The value obtained for the LUMO energy is 0.0284 Eh. The relative energy (zero: lowest compared OMol25 entry of this formula, charge and spin) comes out at 160.4 kJ/mol. The molecular weight is 121.18 g/mol. As for the SMILES: CC/C(C)=C/N.O.O.